No. 1
Molecular formula: H18KNO12
Method: DFT, ωB97M-V/def2-TZVPD

As for the LUMO energy (alpha / beta): -5.2 / -10.1 eV. The expectation value of S² is 0.756. The HOMO-LUMO gap (alpha / beta) comes out at 8.73 / 3.65 eV.

Structure (ORCA input):
```
! wB97M-V def2-TZVPD RIJCOSX def2/J DEFGRID3
* xyz 1 2
K -16.103 10.339 15.443
N -15.351 8.156 18.105
O -14.327 7.816 17.561
O -15.319 8.363 19.259
O -16.361 8.359 17.437
O -12.079 8.141 15.801
H -12.904 8.022 16.272
H -11.438 8.331 16.485
O -13.410 9.155 21.576
H -13.677 10.074 21.555
H -13.828 8.766 20.808
O -17.990 11.157 17.334
H -17.900 10.631 18.128
H -18.043 12.060 17.648
O -16.876 8.203 21.668
H -16.660 7.985 20.762
H -16.798 9.156 21.711
O -18.659 7.516 16.268
H -17.891 7.924 16.668
H -18.496 6.576 16.341
O -11.755 8.400 18.938
H -11.277 7.830 19.540
H -12.672 8.305 19.194
O -17.139 10.925 20.485
H -16.192 10.874 20.616
H -17.247 11.526 19.748
O -14.090 5.171 16.810
H -13.187 5.100 16.499
H -14.161 6.068 17.137
O -16.496 5.114 19.483
H -16.920 4.369 19.057
H -16.733 5.867 18.940
*
```

And the Mulliken charges, in e, turn out to be: number 1, K, carries 0.95; number 2, N, carries 0.99; number 3, O, carries -0.36; number 4, O, carries -0.43; number 5, O, carries -0.70; number 6, O, carries -0.61; number 7, H, carries 0.34; number 8, H, carries 0.33; number 9, O, carries -0.55; number 10, H, carries 0.32; number 11, H, carries 0.29; number 12, O, carries -0.58; number 13, H, carries 0.32; number 14, H, carries 0.30; number 15, O, carries -0.56; number 16, H, carries 0.34; number 17, H, carries 0.32; number 18, O, carries -0.59; number 19, H, carries 0.47; number 20, H, carries 0.31; number 21, O, carries -0.58; number 22, H, carries 0.32; number 23, H, carries 0.24; number 24, O, carries -0.57; number 25, H, carries 0.31; number 26, H, carries 0.23; number 27, O, carries -0.56; number 28, H, carries 0.35; number 29, H, carries 0.36; number 30, O, carries -0.55; number 31, H, carries 0.31; number 32, H, carries 0.24



No. 2
Molecular formula: H18N2O10
Method: DFT, ωB97M-V/def2-TZVPD

Its energy above the lowest of the compared OMol25 structures with the same formula, charge and spin is 57.5 kcal per mole. As for the LUMO energy: -2.0 eV. The HOMO-LUMO gap comes out at 7.68 eV.

Structure (ORCA input):
```
! wB97M-V def2-TZVPD RIJCOSX def2/J DEFGRID3
* xyz 0 1
N 35.123 31.962 30.865
H 35.686 31.442 31.452
H 34.741 32.694 31.398
H 34.360 31.470 30.435
H 35.687 32.429 30.027
N 32.529 31.068 27.214
O 33.437 30.763 27.932
O 31.544 31.673 27.705
O 32.854 31.334 26.023
O 32.822 34.052 28.202
H 33.755 33.930 27.839
H 32.515 33.204 28.155
O 29.092 32.288 26.908
H 30.004 31.969 27.094
H 28.514 31.496 26.916
O 32.132 30.079 23.795
H 32.328 30.405 24.779
H 31.471 30.682 23.706
O 35.982 29.891 27.161
H 36.077 29.361 26.366
H 35.171 29.964 27.461
O 31.830 34.023 25.072
H 32.152 33.165 25.188
H 31.154 34.407 25.582
O 33.617 27.592 28.474
H 33.805 26.735 28.983
H 34.340 28.214 28.772
O 29.058 29.505 28.859
H 29.473 30.411 28.812
H 28.604 29.344 28.138
*
```

And the Mulliken charges, in e, turn out to be: number 1, N, carries -0.46; number 2, H, carries 0.35; number 3, H, carries 0.37; number 4, H, carries 0.29; number 5, H, carries 0.43; number 6, N, carries 1.03; number 7, O, carries -0.64; number 8, O, carries -0.78; number 9, O, carries -0.74; number 10, O, carries -0.61; number 11, H, carries 0.32; number 12, H, carries 0.31; number 13, O, carries -0.65; number 14, H, carries 0.42; number 15, H, carries 0.27; number 16, O, carries -0.67; number 17, H, carries 0.39; number 18, H, carries 0.28; number 19, O, carries -0.61; number 20, H, carries 0.33; number 21, H, carries 0.35; number 22, O, carries -0.61; number 23, H, carries 0.36; number 24, H, carries 0.29; number 25, O, carries -0.59; number 26, H, carries 0.30; number 27, H, carries 0.28; number 28, O, carries -0.61; number 29, H, carries 0.33; number 30, H, carries 0.27